No. 1
{"formula": "C20H58Br2N18O36", "method": "ωB97M-V/def2-TZVPD", "total_charge": 0, "energy_ha": -9637.35204, "gap_ev": 9.1, "e_lumo_ev": -0.5, "symbols": ["Br", "C", "C", "Br", "H", "H", "H", "H", "C", "N", "O", "O", "H", "H", "H", "C", "N", "O", "O", "H", "H", "H", "C", "N", "O", "O", "H", "H", "H", "C", "N", "O", "O", "H", "H", "H", "C", "N", "O", "O", "H", "H", "H", "C", "N", "O", "O", "H", "H", "H", "C", "N", "O", "O", "H", "H", "H", "C", "N", "O", "O", "H", "H", "H", "C", "N", "O", "O", "H", "H", "H", "C", "N", "O", "O", "H", "H", "H", "C", "N", "O", "O", "H", "H", "H", "C", "N", "O", "O", "H", "H", "H", "C", "N", "O", "O", "H", "H", "H", "C", "N", "O", "O", "H", "H", "H", "C", "N", "O", "O", "H", "H", "H", "C", "N", "O", "O", "H", "H", "H", "C", "N", "O", "O", "H", "H", "H", "C", "N", "O", "O", "H", "H", "H"], "positions_angstrom": [[14.941030, 9.712490, -18.131750], [14.902710, 8.721320, -16.452460], [15.737690, 7.459030, -16.570270], [14.985720, 6.023830, -17.674360], [13.843070, 8.682870, -16.199910], [15.282290, 9.371040, -15.663860], [15.970850, 7.033120, -15.594400], [16.610890, 7.751380, -17.153490], [8.164790, 13.297020, -10.980250], [8.616890, 12.584480, -12.236530], [7.849840, 12.007210, -12.954490], [9.836530, 12.529680, -12.427240], [7.083550, 13.209140, -11.086560], [8.554450, 14.314950, -10.988380], [8.463730, 12.756240, -10.082310], [10.348430, 7.936660, -11.161070], [10.995540, 9.162860, -10.632900], [12.089680, 9.533760, -11.023180], [10.418920, 9.774270, -9.727400], [11.008590, 7.516170, -11.919670], [9.452260, 8.279680, -11.678110], [10.152240, 7.324880, -10.280540], [5.067380, 8.940930, -10.262670], [6.505790, 8.909630, -10.030500], [7.124240, 7.817830, -9.982210], [7.089350, 9.966970, -9.958060], [4.495330, 8.017310, -10.174360], [4.939520, 9.414140, -11.236230], [4.727490, 9.728430, -9.590050], [9.635810, 7.111650, -19.926800], [10.946660, 6.497870, -20.349730], [11.861060, 6.574510, -19.526580], [11.115320, 6.058760, -21.464560], [9.424460, 6.566790, -19.006710], [8.864800, 6.935930, -20.676980], [9.768400, 8.181110, -19.763180], [9.167810, 2.418840, -21.100210], [10.204000, 2.458060, -20.072270], [9.912850, 2.992630, -18.993460], [11.291110, 1.902660, -20.224300], [8.996220, 3.476130, -21.302210], [8.285510, 1.856220, -20.795070], [9.626430, 2.045570, -22.015870], [5.387880, 9.181210, -20.683960], [6.841220, 9.328880, -20.403970], [7.525540, 9.938120, -21.226710], [7.216540, 8.796850, -19.368330], [4.761170, 8.423700, -20.213300], [5.238740, 9.175700, -21.763700], [4.995220, 10.124270, -20.303770], [11.314910, 7.704360, -14.674260], [9.970690, 7.216700, -15.148400], [9.125010, 7.065680, -14.310880], [9.791100, 6.981460, -16.309070], [11.749190, 6.916890, -14.058310], [11.308650, 8.600920, -14.054380], [11.974650, 7.786810, -15.537990], [7.951790, 3.773310, -8.186830], [7.572300, 4.702140, -9.307040], [8.441340, 5.456960, -9.709570], [6.433260, 4.553710, -9.737540], [9.031450, 3.685600, -8.308230], [7.569020, 2.756490, -8.274380], [7.497890, 4.159490, -7.274180], [11.831690, 4.910770, -8.944450], [11.797500, 3.509070, -9.518110], [10.761750, 3.017750, -10.002340], [12.787930, 2.836300, -9.505770], [12.178350, 5.511300, -9.785450], [12.580840, 4.994640, -8.157150], [10.818100, 5.224210, -8.694470], [8.911020, 3.030400, -12.484490], [9.784820, 4.137900, -12.971070], [10.387970, 4.841130, -12.173240], [9.841340, 4.243910, -14.163510], [7.875280, 3.108020, -12.815140], [8.972980, 3.024740, -11.396260], [9.336070, 2.091520, -12.839350], [14.985660, 9.677640, -12.581900], [15.536720, 11.007500, -12.405430], [15.669580, 11.360520, -11.204780], [15.810570, 11.665760, -13.366320], [13.952530, 9.660260, -12.928940], [14.932210, 9.254650, -11.578740], [15.605060, 9.144460, -13.303120], [5.431930, 5.760440, -12.697760], [4.666500, 4.539230, -12.204120], [5.129780, 3.443020, -12.585310], [3.593800, 4.730160, -11.698270], [4.764010, 6.621530, -12.720370], [5.803120, 5.472110, -13.681210], [6.215960, 5.969740, -11.970020], [12.748090, 12.025620, -19.966740], [11.758830, 11.343370, -19.109480], [11.276050, 11.977710, -18.216180], [11.609610, 10.140470, -19.257860], [13.672610, 12.042810, -19.389610], [12.393170, 13.003110, -20.293280], [12.960800, 11.400320, -20.833830], [14.080920, 5.094190, -12.086570], [14.704270, 6.293410, -12.757800], [15.889250, 6.387250, -12.618850], [14.026070, 6.967990, -13.502170], [13.010970, 5.267480, -11.971360], [14.574690, 5.093270, -11.114830], [14.372160, 4.194390, -12.628470], [11.922080, 12.770260, -14.839950], [11.566720, 11.340890, -15.136640], [12.482270, 10.547910, -15.052310], [10.467730, 10.991740, -15.417560], [11.812930, 12.791930, -13.755640], [11.110180, 13.394950, -15.212350], [12.941130, 12.957610, -15.178390], [6.998240, 9.043260, -15.689250], [5.869050, 8.707190, -14.733210], [6.072640, 8.637780, -13.495380], [4.780540, 8.585960, -15.307280], [7.016650, 8.191610, -16.369280], [7.952680, 9.358220, -15.267420], [6.569510, 9.810910, -16.333460], [12.205880, 4.273240, -16.760070], [12.771580, 3.595510, -15.607310], [13.852340, 4.023490, -15.122100], [12.126070, 2.642410, -15.120980], [11.274560, 3.771390, -17.022510], [12.848040, 4.033840, -17.607660], [12.083940, 5.343570, -16.593860], [7.798600, 4.244490, -17.244380], [7.357520, 2.886740, -16.763140], [7.378170, 2.630010, -15.543290], [7.001070, 2.066580, -17.604750], [7.128780, 5.089610, -17.085590], [7.772300, 4.177880, -18.332030], [8.770300, 4.329960, -16.757990]], "forces_ev_per_a": [[0.077, 0.054, 0.110], [-0.557, 0.195, 0.267], [-0.193, 0.328, -0.493], [0.001, 0.512, 0.201], [0.098, -0.719, -0.234], [0.507, 0.073, -0.266], [0.019, 0.060, -0.158], [0.253, -0.262, 0.536], [-1.059, -0.410, -0.787], [2.703, -0.761, 0.463], [-1.265, 0.229, 0.054], [-0.668, 0.620, 0.436], [0.029, 0.554, 0.356], [-0.100, -0.228, -0.100], [0.374, -0.164, -0.406], [0.281, 0.491, -0.509], [0.213, 1.817, 1.929], [-0.126, -0.740, -0.786], [-0.016, -1.036, -1.049], [0.010, -0.216, 0.461], [-0.223, -0.250, 0.379], [-0.243, -0.102, -0.453], [-0.985, 1.328, -0.070], [2.679, -2.425, -0.185], [-1.797, 1.685, -0.053], [-0.510, 0.374, 0.053], [0.707, -0.052, 0.103], [0.098, -0.425, -0.237], [-0.273, -0.339, 0.259], [0.083, -0.746, -0.022], [1.637, 1.114, 0.667], [-1.196, -0.236, -0.379], [-0.790, -0.283, -0.297], [-0.238, 0.441, 0.092], [0.332, -0.109, -0.046], [0.255, -0.248, 0.125], [0.520, 0.729, -1.419], [1.648, -1.058, 2.831], [-0.171, -0.047, -1.368], [-1.416, 0.656, -0.723], [-0.625, -0.074, 0.146], [0.271, 0.230, 0.256], [-0.115, -0.379, 0.255], [-0.997, 1.517, -0.831], [0.114, -1.084, -0.284], [-0.828, -0.797, 1.408], [0.434, 0.645, -0.512], [1.163, -0.443, 0.327], [0.200, 0.009, 0.136], [-0.152, 0.152, -0.182], [0.801, -0.852, -0.316], [0.852, 0.716, 1.008], [-0.859, 0.073, 1.180], [0.320, -0.198, -1.488], [-0.379, -0.246, -0.010], [-0.630, 0.017, -0.476], [-0.368, 0.346, 0.016], [0.424, -0.241, -0.182], [-0.518, -1.290, -0.011], [-0.909, -0.375, 0.071], [0.955, 0.816, -0.084], [-0.071, 0.313, 0.865], [-0.458, 0.306, -0.731], [0.661, 0.312, 0.033], [-0.100, -0.147, -0.924], [-1.785, -1.746, -0.532], [0.398, 1.822, 1.084], [1.720, 0.528, 0.469], [-0.099, 0.090, -0.003], [-0.311, -0.420, 0.000], [0.178, -0.210, 0.093], [0.125, -0.487, 1.229], [-0.529, -0.343, 0.395], [-0.105, -0.122, -0.217], [0.361, 0.471, -0.956], [0.256, 0.416, -0.314], [-0.070, 0.146, -0.216], [0.041, 0.220, -0.246], [-0.508, -1.311, 0.211], [-0.318, 0.660, 3.048], [-0.007, -0.173, -2.330], [0.280, 0.560, -0.623], [0.129, 0.689, -0.308], [0.418, -0.284, -0.322], [-0.021, -0.063, 0.318], [-0.151, -0.321, 0.577], [0.976, -0.530, -2.512], [-0.776, 1.562, 1.313], [-0.128, -0.389, 0.727], [-0.079, -0.356, -0.108], [0.136, 0.217, 0.240], [0.156, -0.196, -0.174], [0.520, -0.294, -0.970], [0.731, -1.423, -0.141], [-0.690, 0.942, 0.747], [-0.158, 0.476, -0.349], [-0.191, 0.399, 0.149], [0.035, -0.097, 0.457], [-0.300, -0.033, 0.105], [0.228, 0.789, 0.925], [-0.718, -1.831, -0.690], [1.092, 0.651, 0.182], [-0.286, 0.497, 0.066], [0.083, -0.257, -0.417], [-0.147, -0.254, 0.028], [-0.287, 0.280, -0.231], [-1.063, -0.442, 0.511], [1.393, 0.020, -0.208], [1.171, -0.244, 0.267], [-1.958, 0.422, -0.197], [0.428, 0.181, 0.047], [0.413, -0.018, -0.389], [-0.372, 0.010, -0.007], [-0.829, -0.055, -0.610], [-0.078, 0.606, 0.998], [-0.591, 0.046, -2.878], [1.348, -0.181, 1.498], [0.582, -0.187, 0.346], [-0.409, -0.380, 0.359], [0.118, 0.279, 0.335], [-0.649, -0.493, -1.302], [0.782, -1.005, 2.947], [-2.319, -0.909, -1.068], [1.530, 1.792, -1.000], [-0.072, 0.227, 0.437], [0.274, 0.496, 0.123], [0.287, -0.241, 0.008], [0.065, -0.520, -0.555], [-1.252, -1.111, 1.388], [0.169, 0.940, -2.140], [0.412, 0.916, 0.488], [-0.205, -0.465, 1.170], [0.806, -0.307, 0.186], [-0.061, 0.612, -0.407]]}

***

No. 2
{"formula": "C3H8S2", "method": "ωB97M-V/def2-TZVPD", "smiles": "CCCSS", "total_charge": 0, "energy_ha": -915.36938, "gap_ev": 7.4, "e_lumo_ev": -2.0, "symbols": ["C", "C", "C", "S", "S", "H", "H", "H", "H", "H", "H", "H", "H"], "positions_angstrom": [[1.746450, 0.445970, -0.145243], [0.751593, -0.680476, 0.033725], [-0.714144, -0.286091, 0.143830], [-1.802920, -0.849478, -1.174233], [-3.066170, 1.251217, -0.241395], [1.175844, 0.934511, -0.981765], [2.748557, 0.002738, -0.468837], [1.978475, 1.068301, 0.758191], [0.766596, -1.254670, -0.884925], [1.028661, -1.188139, 1.000597], [-0.926221, -0.599180, 1.202484], [-0.723629, 0.753430, 0.021625], [-2.963093, 0.401867, 0.735945]], "forces_ev_per_a": [[0.291, -0.019, -1.029], [0.574, -1.209, 1.336], [1.538, -0.969, 1.726], [-1.502, 2.607, 1.336], [0.397, -1.809, -2.426], [1.628, 0.817, 0.574], [-1.384, 0.775, 0.100], [-0.739, -0.332, -0.906], [0.872, -0.922, 0.209], [-0.224, -0.497, -1.420], [-1.033, 0.493, -1.160], [-0.191, 1.409, 0.415], [-0.227, -0.343, 1.246]]}